The following is a DFT calculation (ωB97M-V/def2-TZVPD) of C24H72AsCdF6NO15 as an isolated structure.

Results
E_LUMO, Eh: 0.0013
Frontier orbital gap, eV: 9.24
Largest force on an atom, eV Å⁻¹: 2.0
Spin multiplicity: 1
Charge: 0
HOMO level, eV: -9.208

Atoms and positions in Å:
Cd  -0.77968  0.47725  -0.20259
As  -3.33182  2.16012  -2.96782
F  -4.47724  0.89522  -3.07625
F  -2.41828  1.46974  -4.23778
F  -2.45506  1.21093  -1.79480
F  -4.22999  3.01927  -4.07666
F  -4.20832  2.86057  -1.69455
F  -2.13371  3.39573  -2.83857
O  2.35282  -2.39839  -0.00695
O  -1.21357  -2.14556  -3.67396
O  6.34847  1.64116  1.07036
O  2.27999  2.67273  5.44607
O  -1.89004  -3.38097  2.12176
O  2.01419  3.11447  -1.18161
O  0.65673  -0.49966  1.33747
O  -1.96981  0.96151  4.28955
O  -2.05224  -1.54986  -0.22173
O  -2.36136  1.53458  1.36694
O  4.36506  1.49494  -1.11864
O  0.33032  2.63192  0.19176
O  0.51927  -0.47597  -1.93042
O  -3.93802  -1.58200  -4.15395
O  0.59486  4.62264  -0.58683
N  0.98812  3.49410  -0.54804
C  5.63706  1.10344  2.14345
C  -0.76678  -3.46936  -3.82626
C  0.83117  1.30791  -3.58396
C  -2.09023  3.85430  2.15497
C  -4.43783  -1.15274  -0.02528
C  -2.84091  2.90950  1.26724
C  -3.63767  -0.74522  3.79008
C  -1.85820  -5.51545  1.11741
C  4.79678  -2.14812  0.14759
C  4.27568  1.79354  2.35724
C  -2.96513  0.07211  4.88157
C  1.44079  0.20947  -2.82352
C  3.50748  -1.56389  -0.30732
C  4.94049  1.65369  -2.42000
C  2.50350  3.86306  4.72788
C  6.29289  1.01086  -2.39585
C  -4.89844  -0.52919  -5.97094
C  -4.98582  -1.72151  -5.08752
C  -3.37107  -1.80092  -0.87089
C  1.45673  3.89696  3.59501
C  1.13015  -0.21309  2.71976
C  0.51281  -1.18906  3.68625
C  -1.03001  -4.29709  1.42664
C  0.32383  -3.71899  -2.78657
H  -2.28644  3.64511  3.22088
H  -2.28863  4.92271  1.92561
H  -0.46292  -1.50037  3.33983
H  -2.93246  -1.32346  3.20828
H  6.30775  1.21389  2.99883
H  5.71861  1.71773  0.31831
H  -5.68037  -0.43138  -6.71780
H  0.50479  -0.81072  4.70092
H  -4.35522  -1.38939  4.28860
H  -4.11190  -0.16541  0.27422
H  -2.03277  -5.98046  2.07977
H  -3.92474  2.90798  1.39628
H  5.60791  -1.47471  -0.14282
H  1.63661  -2.14897  -0.60124
H  -0.57387  -3.76806  -4.85910
H  1.87869  -0.58457  -3.41896
H  -2.12728  -2.03410  -3.99927
H  0.72117  -4.74315  -2.82596
H  -4.85900  -2.71683  -5.53208
H  -1.33308  -6.28928  0.53599
H  -3.88619  -0.43935  -6.37129
H  -3.36740  -1.35423  -1.85270
H  -0.19366  -3.64208  -1.83223
H  -0.06030  -1.04713  -2.45717
H  0.04931  1.76209  -2.99248
H  2.13881  0.71113  -2.14609
H  -2.42631  -3.80776  2.79936
H  0.46979  3.80450  4.01057
H  -3.71267  0.68545  5.36925
H  5.55448  0.03007  2.07970
H  2.82645  2.75070  6.22094
H  -1.45904  1.40570  4.96186
H  -2.66289  3.18814  0.23913
H  -4.21989  -0.11937  3.11719
H  6.81511  1.17966  -3.34689
H  -2.06741  -1.93468  0.68070
H  1.54594  2.07322  -3.91953
H  -3.42208  -2.89045  -0.87150
H  3.74425  1.46790  3.24455
H  -0.63508  -3.65830  0.60843
H  0.79538  0.80532  2.89567
H  3.63798  2.14244  -1.10131
H  4.42262  2.87235  2.35610
H  -5.41846  -1.14334  -0.52633
H  1.21553  -1.25426  1.03354
H  -2.55184  -0.64236  5.60195
H  4.95064  2.71769  -2.59115
H  6.24735  -0.05561  -2.22017
H  1.52275  3.08743  2.85367
H  -4.98390  0.34171  -5.30279
H  1.13211  -2.10206  3.69534
H  3.28779  -0.62082  0.18959
H  2.20904  -0.28987  2.66529
H  -4.48795  -1.71588  0.91773
H  -2.07942  1.34735  2.30594
H  0.39532  0.93833  -4.51411
H  -2.79528  -5.27185  0.60853
H  -3.84407  -0.63518  -3.93644
H  2.33250  4.69653  5.40054
H  5.05182  -3.04651  -0.41340
H  1.12307  -2.97244  -2.76764
H  3.62017  -1.35729  -1.37727
H  -0.12967  -4.63325  1.96818
H  3.50953  3.86152  4.30781
H  3.67186  1.66416  1.44079
H  -1.57525  -4.18761  -3.56746
H  4.29987  1.17081  -3.16668
H  1.57921  4.84853  3.06809
H  4.75613  -2.31669  1.21361
H  -5.94948  -1.78965  -4.59800
H  -1.01041  3.69466  1.95056
H  6.86904  1.39936  -1.55202

=====

The following is a DFT calculation (ωB97M-V/def2-TZVPD) of an isolated ion of composition C4H5N2O3P and charge -2.

Results
ΔE to the lowest compared entry with this formula, charge and spin, kcal/mol: 69.0
E_LUMO, Eh: 0.2053
Frontier orbital gap, eV: 4.71
Largest force on an atom, eV Å⁻¹: 6.3
Spin multiplicity: 1
Charge: -2
HOMO level, eV: 0.881

Atoms and positions in Å:
P  -2.79131  0.32580  -0.14148
O  -3.29619  -1.02253  0.39962
O  -2.72795  1.43465  0.94214
O  -3.29711  0.72518  -1.47918
N  1.23464  -0.21445  0.10354
N  1.15084  -0.58671  -1.14161
C  0.03963  0.19032  0.63171
C  -0.96479  -0.08725  -0.45884
C  -0.12463  -0.46272  -1.45880
C  2.55660  -0.02005  0.71513
H  3.42595  -0.59940  0.15857
H  2.42419  -0.55401  1.65148
H  -0.54355  -0.46348  -2.43793
H  2.94717  1.01046  0.89125
H  -0.03350  0.32420  1.62441

=====

The following is a DFT calculation (ωB97M-V/def2-TZVPD) of C25H19Cl3CoF9N4OPSe2SiTe2 as an isolated structure.

Results
E_LUMO (alpha / beta), Eh: 0.1356 / 0.1082
Frontier orbital gap (alpha / beta), eV: 4.15 / 4.87
Largest force on an atom, eV Å⁻¹: 0.7
Spin multiplicity: 4
Charge: -2
HOMO level (alpha / beta), eV: -0.458 / -1.928

Atoms and positions in Å:
Te  -7.58290  1.49964  -0.70846
Te  -5.82086  0.22853  -3.99941
Se  -4.22799  1.69455  -2.75584
Se  -5.48884  2.67544  -0.99138
Co  -2.15670  1.08097  -1.18923
Cl  0.36923  3.99120  -1.05218
Cl  -2.09748  4.26267  1.10280
Cl  -2.53122  4.78198  -2.08791
P  -0.31468  -0.01758  0.13724
Si  -1.68200  3.32748  -0.76088
F  5.19380  -3.51440  -1.44274
F  1.49177  3.25910  5.68972
F  0.05495  -6.00723  3.15783
F  0.89581  4.99354  4.56638
F  4.96664  -2.41243  -3.28808
F  -2.03924  -5.68237  3.53710
F  -1.40686  -6.50857  1.64541
F  6.06885  -1.56459  -1.61640
F  -0.57749  3.86698  5.67968
O  -3.38319  0.24668  0.21942
N  2.83374  2.82988  -4.91523
N  0.74775  2.14601  -4.31693
N  -0.99921  1.12453  -2.88990
N  2.58822  1.80380  -2.87540
C  -0.01280  1.09100  1.58121
C  0.26925  2.87993  3.70403
C  1.17637  2.89938  2.65344
C  -0.13062  1.58463  -3.49747
C  -0.27139  -1.92897  2.30757
C  1.30513  -0.45064  -0.46305
C  2.44745  -0.69798  0.39432
C  3.59592  -1.24875  -0.09617
C  2.55112  -1.52005  -2.29386
C  -1.08941  -5.59511  2.57913
C  1.02661  2.01755  1.59267
C  4.93234  -2.25747  -1.94452
C  -0.40709  -3.21952  2.80489
C  -3.28061  -0.36388  -0.84181
C  -0.80060  2.00349  3.68256
C  0.50987  3.74824  4.89688
C  -4.16681  -1.51265  -1.17299
C  2.01231  2.23943  -3.98999
C  -1.24100  -2.62168  0.24376
C  -0.97121  -4.20942  2.02049
C  1.40143  -0.96010  -1.80758
C  -0.71149  -1.60121  1.02663
C  -1.38805  -3.91495  0.73554
C  -0.94035  1.12175  2.62155
C  3.70706  -1.63782  -1.46753
H  2.32922  3.36779  -5.60052
H  -1.53055  2.01864  4.48130
H  2.05970  1.23254  -2.22421
H  3.58713  1.69936  -2.83361
H  2.40171  -0.42108  1.44365
H  3.66374  3.27050  -4.55731
H  -1.53175  -2.40080  -0.77823
H  1.72785  2.03973  0.76967
H  -4.01156  -2.30124  -0.43049
H  4.44565  -1.39288  0.56442
H  -1.81610  -4.68960  0.11366
H  1.98787  3.61683  2.65396
H  -3.98574  -1.88295  -2.17712
H  0.18388  -1.16931  2.93007
H  0.53270  -0.89208  -2.45310
H  2.58610  -1.86867  -3.31822
H  -0.06341  -3.45649  3.80651
H  -5.20174  -1.16959  -1.10222
H  -1.79026  0.44830  2.59655

=====

The following is a DFT calculation (ωB97M-V/def2-TZVPD) of a 2-piece molecular cluster, C3H7NOS overall.

Results
ΔE to the lowest compared entry with this formula, charge and spin, kcal/mol: 102.2
E_LUMO (alpha / beta), Eh: -0.0371 / -0.0371
Frontier orbital gap (alpha / beta), eV: 7.34 / 7.33
Largest force on an atom, eV Å⁻¹: 3.4
Spin multiplicity: 1
Charge: 0
HOMO level (alpha / beta), eV: -8.344 / -8.342

Atoms and positions in Å:
S  1.20152  -1.32753  1.66424
O  0.25791  -0.83914  -2.09212
N  0.44553  -1.59672  0.27305
C  0.40556  -0.06574  -1.01411
C  -0.59651  0.56737  -0.36286
C  -0.38710  1.39908  0.78968
H  0.22520  -1.78915  -1.73191
H  -1.58307  0.24717  -0.52263
H  -1.27189  1.99178  1.17180
H  -0.06423  0.73776  1.61054
H  0.47969  2.06109  0.85623
H  -0.62932  -1.66108  0.26404
H  1.51672  0.27510  -0.90596